(1)
Below is a cluster of 10 separate species, C42H62N10O14 in total in a non-equilibrium geometry, with properties calculated with ωB97M-V with the def2-TZVPD basis set.

Each line ends with the Löwdin charge.
CARTESIAN COORDINATES (ANGSTROEM)
O 6.92 -4.91 -2.06  -0.016
N 5.68 -4.43 -2.02  -0.349
O 4.78 -4.80 -1.40  0.117
C 5.53 -3.12 -2.74  -0.069
C 4.13 -2.29 -2.70  0.067
C 4.05 -1.01 -3.50  -0.011
C 5.37 -0.27 -3.94  -0.071
C 6.62 -0.93 -3.90  -0.031
C 6.71 -2.50 -3.40  0.074
H 3.36 -2.79 -2.19  0.031
H 3.18 -0.40 -3.71  0.058
H 5.31 0.68 -4.45  0.084
H 7.62 -0.66 -4.12  0.059
H 7.60 -3.05 -3.43  0.057
O -2.83 -0.65 7.15  0.042
N -2.04 -1.60 6.99  -0.424
O -1.59 -2.30 7.78  0.118
C -1.87 -2.12 5.58  -0.040
C -0.84 -3.37 5.22  0.030
C -0.83 -4.03 3.81  -0.051
C -1.76 -3.41 2.77  -0.089
C -2.77 -2.47 3.10  -0.081
C -2.82 -1.75 4.43  0.047
H -0.07 -3.82 6.03  0.129
H -0.07 -4.90 3.69  0.115
H -1.83 -3.89 1.80  0.079
H -3.33 -2.01 2.41  0.025
H -3.63 -0.98 4.56  0.080
O -2.52 5.55 7.23  0.032
N -1.76 4.54 7.23  -0.339
O -1.66 3.88 8.29  0.041
C -1.27 4.03 5.96  -0.071
C -0.65 2.56 5.95  0.096
C -0.27 2.00 4.53  -0.017
C -0.36 2.86 3.33  -0.112
C -0.88 4.17 3.38  -0.097
C -1.48 4.74 4.61  0.047
H -0.54 2.09 7.02  0.128
H 0.21 1.07 4.64  0.036
H -0.09 2.82 2.24  0.079
H -0.80 4.80 2.31  0.156
H -1.72 5.69 4.66  0.029
O -4.76 1.18 4.18  0.051
N -4.82 1.42 2.93  -0.322
O -4.23 0.62 2.12  0.017
C -5.64 2.35 2.42  -0.118
C -6.58 3.29 3.34  0.041
C -7.31 4.38 2.75  -0.060
C -7.25 4.75 1.26  -0.066
C -6.33 4.07 0.52  -0.047
C -5.40 2.96 1.10  0.102
H -6.49 3.06 4.44  0.108
H -7.94 5.05 3.43  0.108
H -7.68 5.68 1.01  0.078
H -6.27 4.27 -0.58  0.104
H -4.83 2.50 0.48  0.007
C -1.96 2.84 -4.24  -0.032
N -2.36 3.79 -3.14  -0.184
C -1.47 4.91 -2.74  -0.058
C -3.45 3.40 -2.35  -0.294
O -3.75 3.99 -1.31  -0.019
H -2.31 3.13 -5.13  0.018
H -2.55 1.79 -3.86  0.147
H -0.83 2.80 -4.24  0.104
H -1.92 5.84 -3.09  0.076
H -0.51 4.92 -3.17  0.059
H -1.48 5.25 -1.62  0.122
H -4.16 2.77 -2.75  0.104
C 1.34 -6.91 -3.03  -0.058
N 1.19 -5.53 -2.71  -0.197
C 0.67 -4.78 -3.84  -0.008
C 1.51 -4.94 -1.57  -0.271
O 1.10 -3.75 -1.25  -0.084
H 2.06 -7.46 -2.28  0.130
H 1.66 -7.02 -4.01  0.056
H 0.28 -7.38 -2.87  0.128
H 0.46 -5.23 -4.64  0.007
H 1.39 -4.08 -4.11  0.079
H -0.30 -4.31 -3.44  0.135
H 2.30 -5.42 -0.95  0.139
C 1.39 -0.18 2.18  -0.073
N 1.89 -1.48 2.57  -0.164
C 1.86 -2.50 1.47  -0.053
C 2.13 -1.92 3.83  -0.326
O 2.66 -3.00 4.15  -0.008
H 0.24 -0.16 2.38  0.112
H 1.68 0.24 1.09  0.124
H 1.69 0.47 2.87  0.012
H 0.88 -3.01 1.06  0.104
H 2.53 -3.33 1.63  0.080
H 2.12 -2.10 0.57  0.016
H 1.95 -1.20 4.61  0.122
C 4.01 1.02 -0.34  -0.077
N 5.24 0.49 0.28  -0.160
C 6.48 0.94 -0.37  -0.072
C 5.18 -0.38 1.39  -0.287
O 6.19 -0.62 2.01  0.007
H 4.24 1.67 -1.26  0.116
H 3.50 1.70 0.27  0.052
H 3.38 0.24 -0.54  0.018
H 7.01 0.26 -1.05  0.066
H 7.35 1.06 0.29  0.074
H 6.35 1.92 -0.94  0.101
H 4.06 -0.74 1.79  0.170
C -1.76 0.34 0.05  -0.048
N -0.55 0.52 -0.72  -0.144
C -0.13 1.82 -1.01  -0.044
C 0.19 -0.47 -1.34  -0.304
O 1.04 -0.29 -2.18  0.002
H -2.04 -0.73 0.20  0.109
H -2.69 0.52 -0.38  0.064
H -1.59 0.66 1.03  0.050
H 0.78 1.87 -1.20  0.008
H -0.17 2.46 -0.18  0.076
H -0.82 2.31 -1.74  0.104
H -0.09 -1.47 -1.48  0.107
C -1.99 -1.08 -5.16  -0.083
N -1.05 -0.30 -5.80  -0.235
C -1.54 0.33 -7.04  -0.029
C 0.18 -0.30 -5.49  -0.398
O 1.06 0.23 -6.15  -0.004
H -3.05 -0.87 -5.26  0.092
H -1.75 -1.13 -4.15  0.070
H -1.92 -1.99 -5.75  0.105
H -2.51 0.96 -6.88  0.114
H -1.42 -0.49 -7.68  0.070
H -0.79 1.24 -7.38  0.146
H 0.40 -0.73 -4.50  0.127

Output
Gap between HOMO and LUMO (eV): 7.1
Molar mass (Da): 931.01
SMILES: O=[N+]([O-])c1ccccc1.O=[N+]([O-])c1ccccc1.O=[N+]([O-])c1ccccc1.O=[N+]([O-])c1ccccc1.CN(C)C=O.CN(C)C=O.CN(C)C=O.CN(C)C=O.CN(C)C=O.CN(C)C=O
HOMO energy (eV): -8.89
Charge: 0
Energy above the lowest of the compared OMol25 structures with the same formula, charge and spin (kJ/mol): 2078.7

---

(2)
Below is a structure of composition C42H63BBrF4N4P2Sr in a non-equilibrium geometry, with properties calculated with ωB97M-V with the def2-TZVPD basis set.

Each line ends with the Löwdin charge.
CARTESIAN COORDINATES (ANGSTROEM)
Sr -1.42 1.24 0.41  1.340
C -5.06 3.04 1.12  -0.064
C -3.72 2.35 0.99  -0.302
N -2.68 3.15 0.31  -0.371
C -1.58 3.76 1.12  -0.283
C -2.03 4.92 1.97  -0.059
C -2.88 3.54 -1.09  -0.149
C -2.41 2.41 -2.04  -0.271
N -1.01 2.15 -1.81  -0.151
C -0.10 3.03 -2.17  -0.272
C 1.16 2.95 -1.53  -0.174
F 1.30 2.04 -0.53  0.030
C 2.21 3.77 -1.83  -0.247
F 3.37 3.64 -1.18  0.084
C 2.12 4.76 -2.80  0.034
C 0.89 4.88 -3.43  -0.249
F 0.75 5.82 -4.37  0.081
C -0.18 4.07 -3.15  -0.161
F -1.32 4.27 -3.85  0.060
H -5.69 2.49 1.82  0.080
H -4.93 4.05 1.50  0.076
H -5.58 3.09 0.16  0.068
H -3.31 2.07 1.97  0.067
H -3.86 1.39 0.46  0.099
H -1.14 3.00 1.79  0.032
H -0.79 4.04 0.41  0.121
H -2.72 4.57 2.74  0.080
H -1.17 5.37 2.48  0.082
H -2.52 5.68 1.37  0.079
H -3.93 3.80 -1.23  0.114
H -2.27 4.42 -1.28  0.124
H -2.96 1.52 -1.74  0.088
H -2.69 2.59 -3.08  0.100
H 2.95 5.40 -3.04  0.121
C -1.30 1.11 -4.77  -0.124
C -0.21 0.07 -5.10  -0.684
C -0.86 -1.05 -5.91  -0.099
C 0.82 0.76 -6.00  -0.112
P 0.57 -0.34 -3.39  1.173
C -0.84 -1.45 -2.79  -0.307
N -0.64 -2.14 -1.54  -0.071
B -0.35 -1.50 -0.25  -0.389
N 0.25 -2.63 0.49  -0.045
C 1.22 -2.60 1.58  -0.325
P 0.98 -1.32 2.92  1.141
C 2.79 -0.96 3.31  -0.714
C 3.21 0.04 2.23  -0.117
C 2.87 -0.27 4.68  -0.109
C 3.80 -2.12 3.31  -0.097
C 0.24 -2.42 4.27  -0.699
C 1.07 -3.61 4.78  -0.101
C -1.04 -2.96 3.60  -0.104
C -0.16 -1.57 5.47  -0.100
C 0.20 -3.79 -0.25  -0.211
C 0.62 -5.09 0.03  -0.031
C 0.42 -6.09 -0.92  -0.127
C -0.18 -5.80 -2.14  -0.127
C -0.58 -4.51 -2.45  -0.046
C -0.39 -3.50 -1.51  -0.224
C 2.05 -1.51 -3.64  -0.695
C 2.38 -2.11 -2.27  -0.098
C 1.91 -2.64 -4.66  -0.088
C 3.26 -0.63 -4.01  -0.119
H -1.64 1.59 -5.70  0.088
H -0.90 1.89 -4.11  0.037
H -2.16 0.66 -4.29  0.072
H -1.39 -0.60 -6.76  0.081
H -1.60 -1.61 -5.34  0.065
H -0.14 -1.75 -6.31  0.061
H 0.30 1.22 -6.85  0.079
H 1.55 0.06 -6.40  0.060
H 1.35 1.56 -5.47  0.079
H -1.06 -2.18 -3.56  0.051
H -1.72 -0.80 -2.74  0.072
H 2.22 -2.45 1.16  0.080
H 1.24 -3.57 2.06  0.054
H 2.60 0.94 2.27  0.067
H 3.12 -0.38 1.23  0.069
H 4.26 0.33 2.38  0.084
H 2.08 0.48 4.79  0.067
H 3.84 0.24 4.77  0.080
H 2.79 -0.98 5.50  0.065
H 3.95 -2.53 2.31  0.071
H 3.50 -2.94 3.96  0.058
H 4.77 -1.75 3.66  0.080
H 1.45 -4.25 3.98  0.065
H 0.44 -4.23 5.42  0.081
H 1.91 -3.27 5.39  0.064
H -0.83 -3.75 2.89  0.073
H -1.57 -2.16 3.07  0.070
H -1.71 -3.36 4.37  0.082
H 0.70 -1.23 6.05  0.063
H -0.78 -2.18 6.15  0.083
H -0.74 -0.70 5.17  0.054
H 1.10 -5.34 0.97  0.095
H 0.73 -7.10 -0.69  0.087
H -0.33 -6.59 -2.87  0.088
H -1.03 -4.31 -3.41  0.096
H 1.69 -2.92 -2.00  0.068
H 2.36 -1.35 -1.49  0.074
H 3.39 -2.54 -2.31  0.087
H 1.00 -3.22 -4.49  0.064
H 2.76 -3.32 -4.56  0.082
H 1.90 -2.26 -5.68  0.061
H 3.42 0.14 -3.25  0.074
H 3.17 -0.13 -4.97  0.050
H 4.16 -1.26 -4.05  0.078
Br -2.06 2.79 7.74  0.632
C -1.85 2.12 5.95  -0.702
C -0.70 2.41 5.23  -0.164
C -0.57 1.92 3.94  -0.215
C -1.53 1.13 3.27  -0.236
C -2.68 0.91 4.06  -0.203
C -2.85 1.36 5.37  -0.169
H 0.08 3.01 5.68  0.091
H 0.37 2.16 3.43  0.079
H -3.50 0.32 3.65  0.082
H -3.75 1.13 5.92  0.089

Output
Gap between HOMO and LUMO (eV): 5.6
Molar mass (Da): 940.27
HOMO energy (eV): -3.57
Charge: -1

---

(3)
Below is a structure of composition C42H63CoF6N2P3Si in a non-equilibrium geometry, with properties calculated with ωB97M-V with the def2-TZVPD basis set.

Each line ends with the Löwdin charge.
CARTESIAN COORDINATES (ANGSTROEM)
Co 0.01 -0.58 -0.39  0.624
C 3.00 -2.63 0.13  -0.152
Si 2.27 -0.89 0.18  0.680
C 2.88 -0.14 1.82  -0.290
C 4.26 -0.10 1.99  -0.095
C 4.83 0.31 3.19  -0.038
C 4.01 0.67 4.24  -0.039
C 2.64 0.61 4.10  -0.085
C 2.06 0.22 2.89  -0.397
P 0.23 0.13 2.80  1.186
C -0.23 -0.58 4.48  -0.392
C -1.30 -1.68 4.38  -0.198
C -2.71 -1.12 4.24  -0.199
C -3.06 -0.28 5.47  -0.179
C -2.07 0.87 5.62  -0.186
C -0.61 0.39 5.61  -0.187
C -0.39 1.94 2.82  -0.305
C 0.69 2.96 2.43  -0.162
C 0.50 4.31 3.13  -0.168
C -0.56 5.18 2.46  -0.173
C -1.96 4.57 2.42  -0.106
C -1.77 2.02 2.12  -0.201
C 2.89 0.00 -1.41  -0.295
C 4.03 0.81 -1.40  -0.076
C 4.56 1.32 -2.58  -0.043
C 3.95 1.04 -3.79  -0.039
C 2.80 0.28 -3.82  -0.076
C 2.26 -0.24 -2.65  -0.394
P 0.65 -1.11 -2.67  1.098
C -0.49 -0.17 -3.80  -0.421
C -0.44 -0.46 -5.31  -0.190
C -1.39 0.51 -6.02  -0.182
C -2.83 0.33 -5.53  -0.188
C -2.91 0.53 -4.01  -0.191
C -1.92 -0.38 -3.28  -0.218
C 0.82 -2.82 -3.38  -0.393
C 2.25 -3.20 -3.76  -0.183
C 2.21 -4.46 -4.64  -0.170
C 1.02 -5.37 -4.31  -0.192
C 0.67 -5.30 -2.83  -0.174
C 0.23 -3.88 -2.43  -0.210
H 4.08 -2.58 0.05  0.053
H 2.62 -3.21 -0.72  0.003
H 2.74 -3.18 1.04  0.049
H 4.92 -0.42 1.18  0.103
H 5.91 0.33 3.30  0.121
H 4.44 0.99 5.19  0.121
H 2.02 0.89 4.94  0.101
H 0.71 -1.07 4.75  0.112
H -1.26 -2.27 5.30  0.135
H -1.07 -2.37 3.56  0.073
H -3.42 -1.94 4.12  0.120
H -2.77 -0.50 3.34  0.078
H -3.03 -0.91 6.36  0.124
H -4.07 0.11 5.39  0.117
H -2.25 1.40 6.55  0.123
H -2.25 1.60 4.81  0.079
H -0.46 -0.18 6.54  0.134
H 0.06 1.25 5.67  0.097
H -0.61 2.12 3.87  0.080
H 0.76 3.12 1.35  0.107
H 1.66 2.57 2.74  0.093
H 1.44 4.85 3.14  0.124
H 0.22 4.14 4.17  0.124
H -0.22 5.43 1.44  0.113
H -0.63 6.12 3.00  0.127
H -2.66 5.35 2.11  0.128
H -2.24 4.27 3.43  0.140
H -2.84 1.09 0.61  0.172
H -2.54 1.73 2.84  0.142
H 4.51 1.04 -0.46  0.094
H 5.46 1.93 -2.55  0.119
H 4.37 1.43 -4.71  0.120
H 2.32 0.08 -4.77  0.098
H -0.21 0.88 -3.67  0.092
H -0.78 -1.48 -5.51  0.116
H 0.56 -0.36 -5.71  0.102
H -1.34 0.35 -7.09  0.121
H -1.06 1.54 -5.83  0.119
H -3.17 -0.68 -5.77  0.124
H -3.48 1.04 -6.04  0.118
H -3.93 0.32 -3.67  0.117
H -2.69 1.58 -3.77  0.109
H -2.22 -1.42 -3.43  0.130
H -1.97 -0.18 -2.21  0.067
H 0.22 -2.79 -4.29  0.102
H 2.82 -3.40 -2.85  0.105
H 2.76 -2.40 -4.29  0.100
H 3.14 -5.01 -4.50  0.117
H 2.17 -4.18 -5.70  0.114
H 1.25 -6.40 -4.59  0.117
H 0.14 -5.08 -4.90  0.115
H 1.55 -5.59 -2.25  0.118
H -0.12 -6.01 -2.58  0.118
H 0.54 -3.68 -1.40  0.077
H -0.86 -3.82 -2.44  0.111
F -1.18 -2.14 -0.30  -0.314
P -2.23 -2.96 0.90  0.243
F -2.53 -1.40 1.45  -0.214
F -3.39 -2.76 -0.15  -0.090
F -3.14 -3.58 2.00  -0.048
F -1.80 -4.32 0.24  -0.074
F -0.91 -2.97 1.82  -0.156
C -3.70 3.33 1.14  0.010
C -2.18 3.36 1.47  -0.415
C -1.43 3.48 0.18  0.107
C -0.78 2.41 -0.43  -0.274
N -0.91 1.15 0.00  0.020
N -1.90 1.01 1.02  0.050
C 0.14 2.65 -1.59  0.024
H -4.00 4.27 0.69  0.106
H -4.28 3.20 2.05  0.113
H -3.99 2.55 0.43  0.089
H -1.37 4.46 -0.27  0.156
H -1.83 0.04 1.40  0.064
H -0.45 2.76 -2.50  0.101
H 0.84 1.83 -1.71  0.059
H 0.70 3.57 -1.45  0.110

Output
Gap between HOMO and LUMO (spin up / spin down) (eV): 8.2 / 5.7
Molar mass (Da): 889.91
HOMO energy (spin up / spin down) (eV): -12.89 / -14.09
Charge: +2
Energy above the lowest of the compared OMol25 structures with the same formula, charge and spin (kJ/mol): 0.0
2S+1: 6

---

(4)
Below is a cluster of 9 separate species, C42H67N2O17 in total in a non-equilibrium geometry, with properties calculated with ωB97M-V with the def2-TZVPD basis set.

Each line ends with the Löwdin charge.
CARTESIAN COORDINATES (ANGSTROEM)
C -3.90 -3.09 1.43  -0.090
C -2.73 -2.95 0.46  -0.267
C -3.07 -3.42 -0.96  -0.200
C -2.07 -3.04 -2.04  -0.136
C -1.85 -1.51 -2.25  -0.248
C -3.09 -0.68 -1.98  -0.138
C -2.77 0.80 -2.26  -0.155
C -1.67 1.22 -1.27  -0.112
C -0.42 0.39 -1.41  -0.277
N 0.41 0.77 -2.58  0.170
C 1.55 1.14 -2.30  -0.295
O 2.59 1.52 -2.00  0.240
N -0.68 -1.08 -1.43  0.146
H -3.63 -2.57 2.35  0.076
H -4.78 -2.57 1.05  0.076
H -4.13 -4.13 1.65  0.080
H -1.88 -3.54 0.81  0.114
H -2.43 -1.90 0.50  0.081
H -3.08 -4.51 -0.93  0.124
H -4.09 -3.15 -1.26  0.115
H -2.36 -3.45 -3.00  0.088
H -1.09 -3.48 -1.82  0.128
H -1.60 -1.39 -3.31  0.159
H -3.87 -1.04 -2.64  0.137
H -3.42 -0.72 -0.94  0.115
H -3.68 1.36 -2.06  0.124
H -2.45 0.91 -3.30  0.119
H -1.48 2.28 -1.38  0.125
H -2.07 1.01 -0.28  0.134
H 0.19 0.58 -0.52  0.154
H 0.15 -1.52 -1.85  0.168
H -0.71 -1.43 -0.46  0.150
O -3.06 5.35 0.28  0.120
C -2.40 5.74 -0.64  -0.489
O -2.89 5.88 -1.90  0.021
C -1.83 6.25 -2.80  -0.158
C -0.76 6.88 -1.92  -0.146
C -0.93 6.10 -0.61  -0.074
H -1.48 5.35 -3.31  0.119
H -2.23 6.94 -3.54  0.125
H 0.24 6.81 -2.35  0.116
H -0.99 7.93 -1.75  0.123
H -0.34 5.18 -0.61  0.125
H -0.69 6.70 0.25  0.094
O -2.37 -5.39 -4.05  0.093
C -2.90 -5.56 -5.11  -0.482
O -3.70 -6.61 -5.36  0.028
C -4.10 -6.62 -6.74  -0.129
C -3.95 -5.17 -7.21  -0.146
C -2.77 -4.70 -6.36  -0.071
H -3.46 -7.30 -7.29  0.134
H -5.13 -6.97 -6.81  0.131
H -3.79 -5.08 -8.28  0.119
H -4.84 -4.60 -6.95  0.119
H -1.81 -4.92 -6.83  0.134
H -2.83 -3.64 -6.11  0.118
O 0.25 8.74 1.78  0.123
C 0.71 7.89 2.48  -0.477
O 0.57 6.57 2.20  0.000
C 1.12 5.77 3.27  -0.147
C 2.12 6.69 3.97  -0.142
C 1.47 8.06 3.78  -0.071
H 0.31 5.46 3.92  0.129
H 1.59 4.89 2.84  0.121
H 2.29 6.41 5.01  0.120
H 3.08 6.66 3.45  0.120
H 0.76 8.29 4.58  0.144
H 2.20 8.85 3.70  0.101
O 3.16 12.76 6.46  0.131
C 2.68 12.57 5.38  -0.485
O 1.92 11.49 5.09  0.018
C 1.58 11.47 3.69  -0.174
C 1.72 12.92 3.23  -0.147
C 2.84 13.43 4.13  -0.072
H 2.28 10.81 3.18  0.110
H 0.57 11.09 3.57  0.124
H 1.93 13.01 2.17  0.117
H 0.80 13.46 3.44  0.120
H 3.83 13.24 3.71  0.131
H 2.74 14.48 4.38  0.126
O 0.71 -3.00 3.26  0.134
C 1.44 -2.62 2.39  -0.463
O 0.99 -2.43 1.11  -0.012
C 2.11 -2.09 0.25  -0.173
C 3.18 -1.53 1.18  -0.139
C 2.93 -2.34 2.46  -0.051
H 2.43 -2.98 -0.27  0.103
H 1.77 -1.35 -0.48  0.093
H 4.18 -1.63 0.77  0.107
H 2.99 -0.47 1.37  0.119
H 3.47 -3.28 2.46  0.145
H 3.16 -1.78 3.36  0.118
O 3.45 -2.63 5.85  0.110
C 2.59 -2.83 6.66  -0.487
O 2.61 -3.88 7.51  0.033
C 1.40 -3.92 8.28  -0.150
C 0.85 -2.49 8.25  -0.152
C 1.33 -2.01 6.87  -0.076
H 0.71 -4.63 7.81  0.127
H 1.63 -4.26 9.29  0.125
H -0.22 -2.44 8.39  0.116
H 1.33 -1.90 9.03  0.118
H 0.62 -2.26 6.08  0.122
H 1.55 -0.95 6.86  0.124
O -3.94 -10.27 -4.83  0.122
C -3.59 -10.16 -3.70  -0.485
O -3.37 -11.22 -2.89  0.028
C -3.06 -10.78 -1.55  -0.155
C -2.55 -9.35 -1.72  -0.154
C -3.35 -8.87 -2.93  -0.078
H -3.97 -10.84 -0.95  0.126
H -2.31 -11.45 -1.13  0.124
H -2.69 -8.74 -0.82  0.112
H -1.49 -9.36 -1.96  0.118
H -4.32 -8.46 -2.64  0.135
H -2.81 -8.16 -3.53  0.100
O 4.25 -3.12 -1.28  0.097
C 4.94 -2.75 -2.20  -0.467
O 4.44 -2.56 -3.44  0.029
C 5.51 -2.22 -4.35  -0.142
C 6.62 -1.66 -3.47  -0.146
C 6.42 -2.45 -2.18  -0.064
H 5.81 -3.12 -4.88  0.130
H 5.14 -1.50 -5.07  0.125
H 7.61 -1.76 -3.91  0.120
H 6.44 -0.60 -3.28  0.119
H 6.96 -3.40 -2.19  0.138
H 6.69 -1.89 -1.29  0.126

Output
Gap between HOMO and LUMO (eV): 9.0
Molar mass (Da): 871.99
HOMO energy (eV): -11.30
Charge: +1